Entry 1:
Below is C24H27Ge2IN2S5Zr as an isolated structure, with properties calculated with ωB97M-V/def2-TZVPD.

* LUMO energy (spin up / spin down): -3.42 / -4.39 eV
* HOMO level (spin up / spin down): -9.4 / -9.7 eV
* total charge: +1
* energy above the lowest of the compared OMol25 structures with the same formula, charge and spin: 0.00 kcal per mole
* HOMO-LUMO gap (spin up / spin down): 0.2201 / 0.1969 Eh
* total energy: -204891.062 eV
* maximum force: 0.80 eV/Å
* spin multiplicity: 2

Element x y z (Å)
Zr  0.36  1.55  0.02
S  -6.36  2.41  -3.25
C  -4.93  2.18  -2.52
S  -3.49  1.66  -3.36
C  -2.42  1.63  -1.99
C  -2.96  2.02  -0.80
S  -2.12  2.02  0.70
S  -4.64  2.49  -0.83
S  -0.81  1.04  -2.19
I  0.21  4.42  -0.63
C  0.75  3.44  1.21
H  0.08  3.82  1.98
H  1.78  3.73  1.43
N  5.84  1.58  -3.44
C  4.68  1.58  -2.76
C  4.48  2.41  -1.65
C  3.28  2.37  -0.99
N  2.26  1.56  -1.34
C  2.45  0.77  -2.41
C  3.61  0.75  -3.14
H  6.58  2.22  -3.20
H  5.95  1.04  -4.28
H  5.25  3.08  -1.31
H  3.12  3.03  -0.15
H  1.62  0.15  -2.71
H  3.69  0.09  -3.99
C  -4.51  -1.16  0.86
Ge  -2.96  -2.02  0.04
C  -3.08  -2.13  -1.90
C  -2.69  -3.81  0.78
Ge  -0.98  -0.77  0.78
C  -0.77  -0.47  2.70
C  0.07  0.56  3.11
C  0.20  0.91  4.45
C  -0.53  0.21  5.40
C  -1.38  -0.82  5.01
C  -1.50  -1.15  3.67
C  0.79  -1.31  0.10
C  1.97  -1.04  0.80
C  3.21  -1.49  0.32
C  3.26  -2.23  -0.84
C  2.09  -2.51  -1.55
C  0.88  -2.02  -1.11
H  -5.36  -1.82  0.74
H  -4.73  -0.21  0.39
H  -4.34  -0.99  1.92
H  -4.07  -2.51  -2.15
H  -2.34  -2.84  -2.28
H  -2.94  -1.17  -2.38
H  -3.51  -4.46  0.47
H  -2.65  -3.79  1.86
H  -1.76  -4.23  0.40
H  0.68  1.13  2.40
H  0.86  1.72  4.74
H  -0.44  0.47  6.45
H  -1.95  -1.36  5.75
H  -2.17  -1.95  3.38
H  1.93  -0.57  1.78
H  4.11  -1.28  0.88
H  4.21  -2.61  -1.19
H  2.14  -3.10  -2.46
H  -0.02  -2.20  -1.68

Charges computed using natural (NBO), reported in e:
1. Zr 1.28
2. S 0.04
3. C -0.58
4. S 0.48
5. C -0.40
6. C -0.43
7. S -0.02
8. S 0.48
9. S -0.14
10. I 0.34
11. C -1.05
12. H 0.25
13. H 0.22
14. N -0.75
15. C 0.25
16. C -0.30
17. C 0.07
18. N -0.63
19. C 0.09
20. C -0.26
21. H 0.41
22. H 0.41
23. H 0.23
24. H 0.21
25. H 0.23
26. H 0.23
27. C -1.07
28. Ge 1.28
29. C -1.07
30. C -1.07
31. Ge 0.74
32. C -0.45
33. C -0.20
34. C -0.19
35. C -0.19
36. C -0.20
37. C -0.14
38. C -0.40
39. C -0.26
40. C -0.20
41. C -0.18
42. C -0.19
43. C -0.22
44. H 0.25
45. H 0.24
46. H 0.24
47. H 0.25
48. H 0.23
49. H 0.24
50. H 0.25
51. H 0.23
52. H 0.23
53. H 0.15
54. H 0.22
55. H 0.23
56. H 0.23
57. H 0.21
58. H 0.23
59. H 0.23
60. H 0.23
61. H 0.23
62. H 0.23

Entry 2:
Below is one molecule with the formula C24H27N3O4, with properties calculated with ωB97M-V/def2-TZVPD.

* LUMO energy: 0.40 eV
* HOMO level: -7.7 eV
* total charge: 0
* energy above the lowest of the compared OMol25 structures with the same formula, charge and spin: 27.13 kcal per mole
* HOMO-LUMO gap: 0.2981 Eh
* SMILES string: COc1cc2cc(CN(C(=O)Nc3ccccc3)C3CCCC3)c(=O)[nH]c2cc1OC
* total energy: -37987.326 eV
* maximum force: 0.75 eV/Å
* spin multiplicity: 1

Element x y z (Å)
C  3.13  5.47  -1.26
O  2.89  4.23  -0.65
C  1.72  3.55  -0.84
C  1.57  2.44  -0.03
C  0.45  1.61  -0.09
C  0.27  0.46  0.73
C  -0.82  -0.33  0.63
C  -1.04  -1.58  1.42
N  0.16  -2.30  1.78
C  1.25  -2.44  0.97
O  2.35  -2.74  1.40
N  1.12  -2.16  -0.38
C  0.04  -2.35  -1.24
C  -0.07  -1.52  -2.36
C  -1.13  -1.68  -3.24
C  -2.08  -2.66  -3.01
C  -1.96  -3.50  -1.92
C  -0.90  -3.35  -1.04
C  0.34  -2.66  3.17
C  -0.85  -3.47  3.74
C  -1.42  -2.63  4.89
C  -0.21  -1.85  5.39
C  0.51  -1.45  4.11
C  -1.90  0.01  -0.31
O  -2.93  -0.63  -0.44
N  -1.68  1.13  -1.07
C  -0.56  1.93  -1.01
C  -0.42  3.04  -1.84
C  0.70  3.85  -1.78
O  0.87  4.93  -2.60
C  -0.13  5.26  -3.52
H  3.23  5.39  -2.34
H  4.08  5.81  -0.84
H  2.35  6.20  -1.02
H  2.36  2.22  0.67
H  1.06  0.21  1.43
H  -1.74  -2.21  0.84
H  -1.55  -1.32  2.35
H  2.01  -2.00  -0.82
H  0.67  -0.76  -2.53
H  -1.21  -1.03  -4.10
H  -2.91  -2.77  -3.69
H  -2.69  -4.27  -1.74
H  -0.78  -4.03  -0.20
H  1.25  -3.27  3.20
H  -1.59  -3.68  2.98
H  -0.49  -4.42  4.13
H  -2.18  -1.94  4.52
H  -1.88  -3.24  5.66
H  -0.49  -0.98  6.00
H  0.42  -2.50  6.00
H  0.04  -0.57  3.67
H  1.56  -1.22  4.27
H  -2.40  1.36  -1.73
H  -1.21  3.25  -2.55
H  -1.08  5.49  -3.02
H  0.23  6.15  -4.03
H  -0.28  4.46  -4.25

Charges computed using natural (NBO), reported in e:
1. C -0.24
2. O -0.50
3. C 0.24
4. C -0.19
5. C -0.15
6. C -0.14
7. C -0.05
8. C -0.28
9. N -0.45
10. C 0.80
11. O -0.67
12. N -0.65
13. C 0.14
14. C -0.26
15. C -0.19
16. C -0.22
17. C -0.20
18. C -0.21
19. C -0.05
20. C -0.42
21. C -0.40
22. C -0.40
23. C -0.42
24. C 0.62
25. O -0.63
26. N -0.58
27. C 0.26
28. C -0.35
29. C 0.28
30. O -0.50
31. C -0.25
32. H 0.18
33. H 0.19
34. H 0.18
35. H 0.23
36. H 0.22
37. H 0.24
38. H 0.23
39. H 0.41
40. H 0.22
41. H 0.21
42. H 0.21
43. H 0.21
44. H 0.21
45. H 0.25
46. H 0.21
47. H 0.21
48. H 0.19
49. H 0.21
50. H 0.21
51. H 0.20
52. H 0.20
53. H 0.22
54. H 0.41
55. H 0.22
56. H 0.18
57. H 0.20
58. H 0.18

Entry 3:
Below is one molecule with the formula C24H27N3O5S at a distorted geometry, with properties calculated with ωB97M-V/def2-TZVPD.

* LUMO energy: 0.35 eV
* HOMO level: -8.2 eV
* total charge: 0
* energy above the lowest of the compared OMol25 structures with the same formula, charge and spin: 43.23 kcal per mole
* HOMO-LUMO gap: 0.3155 Eh
* SMILES string: CC(=O)Nc1ccc(S(=O)(=O)N(Cc2cc3ccc(C)cc3[nH]c2=O)C[C@@H]2CCCO2)cc1
* total energy: -50870.600 eV
* maximum force: 1.15 eV/Å
* spin multiplicity: 1

Element x y z (Å)
C  6.71  -2.74  -4.49
C  5.38  -2.88  -3.78
O  4.44  -3.48  -4.24
N  5.38  -2.24  -2.57
C  4.35  -2.14  -1.63
C  4.61  -1.44  -0.45
C  3.63  -1.30  0.51
C  2.39  -1.87  0.31
S  1.10  -1.62  1.52
O  0.18  -2.71  1.46
O  1.72  -1.33  2.78
N  0.28  -0.25  1.03
C  -0.39  -0.44  -0.25
C  -1.57  0.48  -0.39
C  -2.80  0.15  0.06
C  -3.90  1.05  -0.05
C  -5.19  0.75  0.41
C  -6.21  1.67  0.30
C  -5.97  2.93  -0.27
C  -7.10  3.92  -0.38
C  -4.71  3.24  -0.73
C  -3.67  2.31  -0.63
N  -2.42  2.60  -1.09
C  -1.32  1.77  -1.02
O  -0.26  2.13  -1.50
C  0.96  1.01  1.24
C  0.25  1.90  2.28
C  0.02  1.19  3.62
C  -1.46  0.83  3.56
C  -2.01  2.02  2.77
O  -1.03  2.32  1.80
C  2.12  -2.58  -0.85
C  3.10  -2.72  -1.82
H  7.51  -3.17  -3.88
H  6.67  -3.26  -5.44
H  6.94  -1.69  -4.67
H  6.23  -1.77  -2.30
H  5.59  -1.00  -0.30
H  3.83  -0.78  1.44
H  0.30  -0.26  -1.08
H  -0.73  -1.48  -0.25
H  -2.97  -0.81  0.52
H  -5.38  -0.21  0.85
H  -7.20  1.43  0.65
H  -6.77  4.84  -0.84
H  -7.49  4.14  0.61
H  -7.91  3.50  -0.97
H  -4.51  4.20  -1.18
H  -2.25  3.51  -1.49
H  1.96  0.81  1.61
H  1.03  1.56  0.29
H  0.88  2.80  2.40
H  0.21  1.87  4.45
H  0.65  0.31  3.71
H  -1.60  -0.09  2.99
H  -1.92  0.73  4.54
H  -2.15  2.89  3.44
H  -2.95  1.82  2.26
H  1.15  -3.04  -0.97
H  2.90  -3.27  -2.72

Charges computed using natural (NBO), reported in e:
1. C -0.71
2. C 0.69
3. O -0.59
4. N -0.60
5. C 0.17
6. C -0.24
7. C -0.18
8. C -0.39
9. S 2.34
10. O -0.94
11. O -0.95
12. N -0.67
13. C -0.27
14. C -0.13
15. C -0.06
16. C -0.18
17. C -0.14
18. C -0.25
19. C 0.02
20. C -0.63
21. C -0.27
22. C 0.28
23. N -0.58
24. C 0.65
25. O -0.64
26. C -0.27
27. C 0.10
28. C -0.45
29. C -0.43
30. C -0.06
31. O -0.55
32. C -0.10
33. C -0.27
34. H 0.23
35. H 0.25
36. H 0.23
37. H 0.40
38. H 0.21
39. H 0.24
40. H 0.22
41. H 0.24
42. H 0.21
43. H 0.21
44. H 0.21
45. H 0.22
46. H 0.22
47. H 0.22
48. H 0.21
49. H 0.41
50. H 0.22
51. H 0.24
52. H 0.18
53. H 0.20
54. H 0.25
55. H 0.21
56. H 0.21
57. H 0.16
58. H 0.19
59. H 0.23
60. H 0.26

Which of these has the highest energy above the lowest of the compared OMol25 structures with the same formula, charge and spin? C24H27N3O5S